Entry 1:
{
  "formula": "C2H7N3S2",
  "method": "ωB97M-V/def2-TZVPD",
  "species": ["S", "S", "N", "N", "N", "C", "C", "H", "H", "H", "H", "H", "H", "H"],
  "coordinates": [[-1.1736, -1.9652, 0.9511], [-1.8871, -0.6123, -2.3110], [-0.4158, 0.2175, -1.7800], [0.9888, 0.9966, -0.1362], [-1.1451, -0.2286, 0.4983], [1.8928, 0.5755, 0.9548], [-0.1987, 0.2625, -0.5140], [-1.8437, -2.4531, -0.7434], [2.2289, 1.5656, 1.7937], [1.5072, 1.2799, -1.0135], [-2.7707, 0.0909, -1.3939], [-1.2495, 0.3597, 1.3992], [1.2366, 0.0663, 1.6817], [2.8300, -0.1553, 0.6132]],
  "mulliken_charge": [-0.17, -0.21, -0.51, -0.23, -0.40, -0.71, 0.51, 0.16, 0.24, 0.29, 0.21, 0.32, 0.27, 0.25],
  "charge": 0,
  "multiplicity": 1,
  "gap_ev": 8.6,
  "relative_energy_kj_mol": 381.2,
  "homo_ev": -8.623
}

Entry 2:
{
  "formula": "C23H48BN5O11P",
  "method": "ωB97M-V/def2-TZVPD",
  "species": ["P", "O", "O", "O", "O", "O", "O", "O", "O", "O", "O", "O", "N", "N", "N", "N", "N", "C", "C", "C", "C", "C", "C", "C", "C", "C", "C", "C", "C", "C", "C", "C", "C", "C", "C", "C", "C", "C", "C", "C", "B", "H", "H", "H", "H", "H", "H", "H", "H", "H", "H", "H", "H", "H", "H", "H", "H", "H", "H", "H", "H", "H", "H", "H", "H", "H", "H", "H", "H", "H", "H", "H", "H", "H", "H", "H", "H", "H", "H", "H", "H", "H", "H", "H", "H", "H", "H", "H", "H"],
  "coordinates": [[-1.1725, -2.5167, 2.2088], [-3.7563, 2.1471, -1.7427], [5.2271, 3.8738, 1.1427], [-4.6925, -0.0799, 0.8016], [-0.2518, 6.6489, 3.3918], [-0.9472, -5.4559, 0.7131], [-1.0396, 0.0219, -2.4439], [-1.5566, -5.3506, -0.6033], [2.1792, 1.4373, 1.0145], [0.0379, 2.1077, 0.5827], [2.6955, -4.8214, -1.9665], [2.8716, -0.1408, -0.4952], [0.9869, -3.8449, -3.4300], [0.9114, -1.1721, -2.2291], [0.1744, -1.3762, 0.0080], [-0.1228, -2.5804, 3.3669], [1.1963, -3.1733, -1.0001], [-5.6851, -1.0948, 0.7075], [-3.7333, 1.8357, -0.3635], [1.2433, 2.3730, 0.5624], [7.0308, 2.8811, -0.0446], [2.0915, 0.1997, 0.3969], [-0.4245, -2.6299, 0.5514], [-3.1726, 1.1598, -2.5676], [0.8080, -1.8986, -1.1304], [6.3127, 4.0232, 0.6318], [1.4722, -4.7806, -4.4692], [-1.6536, 1.2905, -2.5814], [1.8544, 3.6315, 0.0900], [0.4038, -5.1093, 0.5619], [1.0399, -0.6840, 0.9977], [-4.9953, 1.0838, 0.0462], [7.0151, 5.3573, 0.6423], [0.3464, 0.1497, -2.3499], [-0.1900, 5.0630, 5.1642], [-5.9217, -1.7364, 2.0674], [-0.4425, 5.5126, 3.7453], [-0.9448, 4.4645, 2.7769], [-0.4899, -3.8158, -3.4381], [0.6970, -3.6354, 0.3335], [1.5962, -4.0305, -2.1675], [1.2693, -5.8097, -4.1947], [-0.8699, -3.0985, -2.7242], [-0.2254, 3.6498, 2.7024], [-3.4393, 0.1622, -2.2293], [-1.9742, -1.3740, 2.1117], [7.9749, 5.2707, 1.1528], [-3.6641, 2.7705, 0.1747], [-5.5388, 0.8230, -0.8549], [2.5314, -5.7627, -1.9747], [-5.6094, 1.7327, 0.6604], [-2.4087, -4.9515, -0.3972], [-5.4635, -1.1234, 2.8312], [2.5211, -4.6319, -4.6593], [0.1669, 5.9031, 5.7528], [1.4975, -3.4043, 1.0254], [-1.3659, 1.9314, -1.7525], [-1.1105, 4.6785, 5.6057], [0.8289, -5.3789, 1.5189], [0.5582, 4.2688, 5.1791], [-1.0853, 4.9148, 1.7971], [-0.1654, -1.7534, 3.9455], [-5.5046, -2.7295, 2.1306], [1.5576, -1.3705, 1.6625], [6.3999, 6.0905, 1.1562], [-0.9046, -4.7800, -3.1675], [-6.6112, -0.6705, 0.3444], [-3.5596, 1.3303, -3.5610], [-6.9770, -1.8119, 2.2824], [0.4021, -0.0832, 1.6243], [-2.0570, -3.5905, 2.1571], [1.3578, -1.5645, -3.0384], [7.2155, 3.1235, -1.0920], [0.8526, -5.7622, -0.1838], [-5.3364, -1.8396, -0.0029], [-1.8953, 4.0553, 3.1221], [-1.3216, 1.7830, -3.4928], [-2.8645, 1.2529, -0.0751], [0.6235, 0.7713, -1.5102], [1.3525, 4.4659, 0.5611], [6.4245, 1.9810, 0.0166], [-1.1966, -2.8688, -0.1759], [-0.8539, -3.5679, -4.4238], [0.7569, 0.6009, -3.2491], [0.9145, -4.5889, -5.3737], [7.9910, 2.7032, 0.4409], [2.8972, 3.6994, 0.3174], [1.6934, 3.7053, -0.9777], [7.1986, 5.6917, -0.3797]],
  "mulliken_charge": [0.30, -0.49, -0.56, -0.25, -0.54, -0.29, -0.19, -0.29, -0.30, -0.35, -0.48, -0.47, 0.01, 0.40, 1.19, -0.79, 0.35, -0.33, 0.10, 0.82, -1.03, -0.42, -0.54, -0.47, -1.47, 0.86, -0.98, -0.46, -1.03, -0.84, -0.26, -0.72, -1.16, -0.06, -1.12, -1.13, 0.71, -0.65, -0.72, 0.47, 0.20, 0.35, 0.09, -0.02, 0.24, 0.11, 0.35, 0.34, 0.52, 0.32, 0.25, 0.33, 0.32, 0.34, 0.32, 0.23, 0.28, 0.32, 0.40, 0.30, 0.26, 0.27, 0.28, 0.42, 0.30, 0.35, 0.45, 0.37, 0.33, 0.62, 0.10, 0.36, 0.32, 0.27, 0.28, 0.46, 0.28, -0.13, -0.42, 0.31, 0.22, 0.47, 0.37, 0.58, 0.32, 0.35, 0.22, 0.29, 0.34],
  "charge": 1,
  "multiplicity": 1,
  "gap_ev": 8.5,
  "homo_ev": -11.185
}

Entry 3:
{
  "formula": "C5H10N2O2",
  "method": "ωB97M-V/def2-TZVPD",
  "species": ["O", "O", "N", "N", "C", "C", "C", "C", "C", "H", "H", "H", "H", "H", "H", "H", "H", "H", "H"],
  "coordinates": [[1.4231, -1.3980, 0.5898], [1.6643, -0.4814, -1.8349], [1.2001, 1.0959, 1.3091], [-0.4165, 1.5793, -1.0831], [-0.9647, 1.5276, 0.2650], [0.2589, -0.7625, 0.0892], [0.1474, 0.6276, 0.6661], [0.5059, -0.4345, -1.4290], [-0.9639, -1.6370, 0.2939], [2.0395, -1.3842, -0.1753], [-1.1438, -1.8173, 1.3553], [-1.1759, 1.3643, -1.7282], [-0.9317, 2.4808, 0.8091], [1.3551, 2.0866, 1.4241], [-1.9486, 1.0678, 0.4003], [-0.7975, -2.5947, -0.2016], [1.9641, 0.4477, 1.4782], [-1.8544, -1.1827, -0.1445], [-0.3613, -0.5852, -2.0835]],
  "mulliken_charge": [-0.72, -0.65, -0.32, -0.74, -0.76, 1.59, 0.12, -0.01, -1.70, 0.37, 0.38, 0.25, 0.31, 0.22, 0.28, 0.39, 0.27, 0.37, 0.38],
  "charge": 0,
  "multiplicity": 1,
  "gap_ev": [8.4, 8.4],
  "relative_energy_kj_mol": 361.0,
  "homo_ev": [-7.816, -7.816]
}

Entry 4:
{
  "formula": "C6H8O2",
  "method": "ωB97M-V/def2-TZVPD",
  "species": ["O", "O", "C", "C", "C", "C", "C", "C", "H", "H", "H", "H", "H", "H", "H", "H"],
  "coordinates": [[0.0758, -1.4467, -0.7406], [-0.1064, -0.0311, 1.1126], [1.2549, 0.0094, 0.6387], [-0.0063, 1.0693, -0.7481], [1.3415, -1.2920, -0.2030], [-2.1862, -0.1635, 0.1330], [-0.5943, -0.1947, -0.1206], [1.1440, 1.2561, -0.2555], [1.5185, -1.8901, 0.7884], [-2.7156, -0.9716, 0.9039], [-0.6974, 1.9386, -1.2452], [1.8030, 2.2562, -0.4096], [-2.4425, 0.9313, 0.4613], [2.0207, 0.2894, 1.5591], [1.9659, -1.3230, -0.9447], [-2.3756, -0.4374, -0.9298]],
  "mulliken_charge": [-0.45, -0.38, 0.27, -0.52, -0.68, -1.17, 1.03, -0.55, 0.23, 0.27, 0.23, 0.27, 0.28, 0.31, 0.53, 0.35],
  "charge": 0,
  "multiplicity": 1,
  "gap_ev": 10.6,
  "relative_energy_kj_mol": 514.3,
  "homo_ev": -9.676
}

Entry 5:
{
  "formula": "C3H3N3O",
  "method": "ωB97M-V/def2-TZVPD",
  "species": ["O", "N", "N", "N", "C", "C", "C", "H", "H", "H"],
  "coordinates": [[-2.0973, 0.3240, 0.0431], [2.2784, -0.6485, 0.0293], [2.2412, 0.7297, 0.0791], [1.1449, -1.1919, -0.0409], [-1.0885, -0.4911, -0.0227], [0.9722, 1.0710, -0.0872], [0.2430, -0.1501, -0.0710], [-2.9954, -0.1191, 0.0343], [-1.3272, -1.5824, 0.0976], [0.6286, 2.0583, -0.0617]],
  "mulliken_charge": [-0.42, -0.44, -0.27, -0.16, 0.04, -0.24, 0.32, 0.38, 0.35, 0.45],
  "charge": 0,
  "multiplicity": 1,
  "gap_ev": 9.1,
  "relative_energy_kj_mol": 274.1,
  "homo_ev": -9.848
}

Entry 6:
{
  "formula": "C16H22BClHoO2",
  "method": "ωB97M-V/def2-TZVPD",
  "species": ["Ho", "Cl", "O", "O", "C", "C", "C", "C", "C", "C", "C", "C", "C", "C", "C", "C", "C", "C", "C", "C", "B", "H", "H", "H", "H", "H", "H", "H", "H", "H", "H", "H", "H", "H", "H", "H", "H", "H", "H", "H", "H", "H", "H"],
  "coordinates": [[0.5903, 0.9158, -1.2682], [-0.6142, -0.6226, -2.8226], [3.0136, -1.4578, 1.2788], [1.1940, -1.3769, 2.6354], [-0.6139, 2.4673, 0.2010], [-0.4755, 0.4460, 1.2567], [1.3983, -3.4005, 3.8383], [2.1227, -2.1690, 3.4028], [1.9704, 0.9221, -3.5809], [-1.5876, 1.6150, -0.3841], [-1.5207, 0.3557, 0.2778], [2.5332, -1.3910, 4.6298], [3.3099, -2.4373, 2.3703], [0.1052, 1.7456, 1.1860], [4.7207, -2.1400, 2.8386], [0.5913, 2.7709, -3.6598], [1.7240, 3.1054, -2.8716], [2.5836, 1.9556, -2.8074], [0.7458, 1.4405, -4.1083], [3.2887, -3.8083, 1.6712], [1.7402, -0.9659, 1.4798], [3.1742, -2.0822, 5.1923], [-2.2454, -0.4660, 0.1975], [2.2913, -4.0454, 1.2819], [1.6843, -1.1285, 5.2737], [5.0548, -2.9943, 3.4379], [-2.3594, 1.9337, -1.0772], [2.0248, -4.0681, 4.4450], [3.5821, -4.6160, 2.3455], [-0.2523, 3.4185, -3.9244], [5.4372, -2.0088, 2.0172], [-0.5056, 3.5361, 0.0125], [-0.4478, -0.1581, 2.1716], [4.8297, -1.2492, 3.4564], [3.0752, -0.4486, 4.4667], [0.7218, 2.1937, 1.9648], [1.0251, -3.9707, 2.9936], [0.5639, -3.0596, 4.4466], [3.9969, -3.8250, 0.8325], [0.0414, 0.9227, -4.7632], [1.9577, 4.1016, -2.4849], [2.3930, -0.0649, -3.7982], [3.6046, 1.9232, -2.4066]],
  "mulliken_charge": [1.00, -0.53, -0.71, -0.60, -0.66, 0.06, -1.88, 1.57, -0.52, -0.47, -0.87, -2.12, 1.75, -0.62, -1.77, -0.40, -0.56, -0.62, -0.43, -1.93, 0.38, 0.43, 0.37, 0.34, 0.47, 0.36, 0.41, 0.36, 0.36, 0.37, 0.42, 0.43, 0.64, 0.33, 0.32, 0.40, 0.37, 0.47, 0.44, 0.40, 0.40, 0.38, 0.45],
  "charge": -1,
  "s2": 6.007,
  "multiplicity": 5,
  "gap_ev": [5.1, 5.1],
  "relative_energy_kj_mol": 0.0,
  "homo_ev": [-2.270, -2.302]
}

Entry 7:
{
  "formula": "C18H17N3O3S",
  "method": "ωB97M-V/def2-TZVPD",
  "species": ["S", "O", "O", "O", "N", "N", "N", "C", "C", "C", "C", "C", "C", "C", "C", "C", "C", "C", "C", "C", "C", "C", "C", "C", "C", "H", "H", "H", "H", "H", "H", "H", "H", "H", "H", "H", "H", "H", "H", "H", "H", "H"],
  "coordinates": [[0.0712, -1.2002, -0.3082], [4.6350, 1.3505, -0.5794], [-2.0709, -2.6016, -0.2380], [-4.7698, 1.2272, 0.3558], [-6.1983, -0.3188, -0.4370], [-0.8297, 1.2208, 0.0624], [-2.5025, -0.4013, 0.0526], [-4.3661, -1.9324, 0.0496], [3.2821, 1.2753, -0.3734], [-7.1175, 1.5561, 0.7572], [6.1427, -1.3938, 1.3416], [2.5781, 0.0812, -0.4414], [5.4589, 0.3326, -0.1762], [6.6158, 0.1265, -0.9218], [1.2467, 2.5309, -0.0222], [-5.9110, 0.8260, 0.2202], [7.2876, -1.6087, 0.5936], [1.2055, 0.1240, -0.2820], [2.6141, 2.4892, -0.1709], [-5.1605, -1.1470, -1.0160], [7.5234, -0.8405, -0.5344], [5.2289, -0.4260, 0.9668], [-1.1993, -0.0023, -0.0365], [-2.8691, -1.7058, -0.0632], [0.5237, 1.3425, -0.0698], [-7.8051, 1.7909, -0.0521], [6.7845, 0.7347, -1.7969], [5.9576, -1.9804, 2.2293], [-4.6769, -1.6042, 1.0436], [3.0846, -0.8544, -0.6222], [-7.1474, -0.6531, -0.4562], [-4.4838, -0.4892, -1.5702], [-3.2101, 0.3308, 0.2033], [-6.7950, 2.4769, 1.2336], [8.4175, -0.9972, -1.1195], [-7.6353, 0.9376, 1.4875], [3.2022, 3.3928, -0.1392], [0.7267, 3.4619, 0.1338], [-5.6277, -1.8305, -1.7240], [7.9949, -2.3679, 0.8913], [-4.5496, -3.0032, -0.0317], [4.3439, -0.2498, 1.5607]],
  "mulliken_charge": [-0.24, -0.44, -0.64, -0.76, -0.19, -0.67, 0.06, -0.78, 0.25, -1.26, -0.59, -0.14, 0.46, -0.62, -0.64, 0.70, -0.51, 0.60, -0.73, -0.79, -0.42, -0.14, 0.48, 0.78, -0.30, 0.35, 0.40, 0.36, 0.34, 0.57, 0.25, 0.44, 0.29, 0.34, 0.37, 0.34, 0.43, 0.45, 0.41, 0.38, 0.33, 0.47],
  "charge": 0,
  "multiplicity": 1,
  "gap_ev": 8.1,
  "relative_energy_kj_mol": 55.1,
  "homo_ev": -7.646
}

Entry 8:
{
  "formula": "C5H11O2",
  "method": "ωB97M-V/def2-TZVPD",
  "species": ["O", "O", "C", "C", "C", "C", "C", "H", "H", "H", "H", "H", "H", "H", "H", "H", "H", "H"],
  "coordinates": [[0.9971, -1.5661, -0.9417], [0.7722, -4.2402, -0.5674], [-0.9349, -0.0496, -0.6907], [0.0886, -1.0502, -0.0840], [0.3044, 2.0528, -0.0487], [-0.9868, 1.2925, 0.0769], [0.6884, 2.8504, 0.9714], [1.0503, -4.0614, 0.3355], [-1.1720, 0.9883, 1.1098], [1.1307, 1.4917, -0.4956], [-0.5359, -1.7594, 0.5151], [-0.7360, 0.0512, -1.7610], [0.6448, -0.4548, 0.6883], [-1.8165, 1.8401, -0.3720], [1.4165, 3.6464, 0.9323], [0.1709, 2.7114, 1.9209], [-1.9643, -0.4359, -0.6662], [0.8826, -3.3070, -0.9230]],
  "mulliken_charge": [-0.97, -0.71, -0.70, -0.32, -0.15, -0.65, -0.61, 0.27, 0.27, 0.26, 0.20, 0.30, 0.18, 0.36, 0.29, 0.20, 0.37, 0.42],
  "charge": -1,
  "multiplicity": 1,
  "gap_ev": 6.8,
  "relative_energy_kj_mol": 326.5,
  "homo_ev": -2.972
}